[1]
{
  "formula": "C2H12Cl4O4",
  "method": "ωB97M-V with the def2-TZVPD basis set",
  "e_homo_ev": -10.98,
  "energy_ev": -60547.9987,
  "lumo_energy_ha": 0.0041,
  "species": ["O", "H", "H", "O", "H", "H", "O", "H", "H", "O", "H", "H", "C", "Cl", "Cl", "H", "H", "C", "Cl", "Cl", "H", "H"],
  "coordinates": [[6.08043, 2.29936, -32.67059], [5.66518, 2.34956, -33.53155], [7.01726, 2.24347, -32.85889], [8.72354, 2.60737, -32.99684], [8.46256, 3.38382, -33.49207], [9.09087, 2.01598, -33.65377], [3.12579, 6.95334, -30.53737], [3.47444, 7.84411, -30.57203], [3.66909, 6.50811, -29.88711], [4.07190, 5.88060, -26.48885], [4.48787, 6.00910, -27.34131], [3.27597, 5.38537, -26.68242], [7.32343, 4.52852, -30.06641], [8.09126, 3.20559, -29.17311], [5.67862, 4.99278, -29.50582], [7.89317, 5.45633, -30.01473], [7.16053, 4.18799, -31.08895], [11.01986, 6.06811, -28.35486], [12.64495, 6.25075, -29.18023], [9.84363, 7.04328, -29.24089], [10.66050, 5.04075, -28.29576], [11.18450, 6.33072, -27.30986]]
}

***

[2]
{
  "formula": "C15H17IrN2O4Se2Te2",
  "method": "ωB97M-V with the def2-TZVPD basis set",
  "total_charge": 1,
  "s_squared": 8.7798,
  "e_homo_ev": [-11.50, -12.19],
  "e_above_lowest_ev": 0.194,
  "energy_ev": -175112.0068,
  "spin_multiplicity": 6,
  "lumo_energy_ha": [-0.1666, -0.2392],
  "species": ["Ir", "C", "C", "C", "C", "C", "C", "C", "C", "C", "C", "H", "H", "H", "H", "H", "H", "H", "H", "H", "H", "H", "H", "H", "H", "Se", "Te", "Te", "Se", "O", "C", "O", "C", "C", "N", "N", "C", "C", "O", "O", "H", "H", "H"],
  "coordinates": [[-0.23295, 0.69032, 0.02253], [-0.43667, 1.18923, -4.10236], [0.57005, 0.32173, -3.35558], [1.20797, -0.69226, -4.30765], [-0.03201, -0.42683, -2.17374], [0.78684, -1.23210, -1.34437], [0.24563, -2.17840, -0.47469], [-1.13523, -2.34177, -0.35574], [-1.71302, -3.32029, 0.60971], [-1.95482, -1.48560, -1.10021], [-1.42607, -0.55706, -1.98862], [0.07054, 1.73635, -4.89607], [-0.91775, 1.91962, -3.45029], [-1.21279, 0.58868, -4.57446], [1.35982, 0.97768, -2.97533], [0.47559, -1.42835, -4.63514], [2.03747, -1.22611, -3.84750], [1.59070, -0.18385, -5.19086], [1.86509, -1.17239, -1.44925], [0.91052, -2.78297, 0.12746], [-1.72735, -2.87280, 1.60853], [-1.11292, -4.22855, 0.64993], [-2.73424, -3.58527, 0.34202], [-3.02689, -1.54691, -0.98175], [-2.09659, 0.04564, -2.58188], [-1.81444, 2.56531, -0.28097], [-0.93540, 4.51398, -1.44758], [1.78507, 4.23412, -1.19433], [2.13388, 1.93754, -0.60878], [-0.07949, -0.57994, 5.92306], [0.74270, 0.43967, 5.70600], [1.43851, 0.91283, 6.56067], [0.84899, 0.94684, 4.30442], [1.69505, 1.98234, 3.95013], [1.53724, 2.19895, 2.63639], [0.63106, 1.36076, 2.10680], [0.21635, 0.59597, 3.10795], [-0.83645, -0.40057, 2.77633], [-1.23631, -1.19405, 3.60895], [-1.28723, -0.30795, 1.56927], [-0.55990, -0.86038, 5.09736], [2.36560, 2.56198, 4.55704], [1.99383, 2.88485, 2.05265]]
}

***

[3]
{
  "formula": "C12H17N2NiO4STe",
  "method": "ωB97M-V with the def2-TZVPD basis set",
  "total_charge": -1,
  "e_homo_ev": -4.12,
  "e_above_lowest_ev": 0.000,
  "energy_ev": -83064.9106,
  "lumo_energy_ha": 0.0921,
  "species": ["Ni", "N", "C", "C", "O", "N", "C", "C", "O", "O", "H", "H", "H", "H", "H", "H", "C", "S", "C", "O", "H", "H", "H", "H", "H", "H", "Te", "C", "C", "C", "C", "C", "C", "H", "H", "H", "H", "H"],
  "coordinates": [[-0.36853, 0.50299, 0.36721], [-0.18474, 2.24723, 1.18609], [-0.61543, 2.21638, 2.60450], [-1.17247, 0.84828, 2.98583], [-1.52050, 0.61929, 4.14705], [-1.17313, 0.01824, 1.95106], [-1.41830, -1.39090, 2.10874], [-0.88294, -2.09959, 0.86553], [-0.87402, -3.31719, 0.79100], [-0.42543, -1.30590, -0.06572], [-0.69303, 2.92329, 0.62838], [0.80443, 2.47751, 1.13233], [0.25086, 2.39550, 3.23952], [-1.35248, 2.99273, 2.81230], [-0.92292, -1.79279, 2.99750], [-2.48232, -1.62883, 2.20795], [3.38581, -0.84484, 3.38171], [2.17874, -0.17986, 2.22448], [2.82005, -0.99803, 0.76535], [2.51790, 1.27547, 2.09896], [3.27571, -1.92787, 3.43298], [3.17056, -0.40527, 4.35364], [4.38717, -0.56532, 3.05415], [2.65222, -2.07067, 0.86745], [3.87868, -0.75725, 0.66178], [2.25083, -0.63047, -0.08794], [0.66127, 1.34644, -1.81913], [-0.65936, 0.57700, -3.28444], [-1.25490, -0.67866, -3.15190], [-2.10232, -1.15785, -4.14246], [-2.36127, -0.40690, -5.28132], [-1.76609, 0.83806, -5.42107], [-0.92692, 1.32738, -4.42806], [-1.05767, -1.27238, -2.26903], [-2.56313, -2.13108, -4.01816], [-3.02153, -0.78732, -6.05148], [-1.95913, 1.43689, -6.30408], [-0.47569, 2.30627, -4.54071]]
}

***

[4]
{
  "formula": "C3H9NO3S",
  "method": "ωB97M-V with the def2-TZVPD basis set",
  "e_homo_ev": -9.17,
  "e_above_lowest_ev": 0.654,
  "energy_ev": -21724.9759,
  "lumo_energy_ha": 0.0126,
  "species": ["O", "C", "O", "C", "C", "S", "N", "H", "H", "H", "H", "H", "H", "H", "H", "H", "O"],
  "coordinates": [[-1.93872, 1.04746, -0.79937], [-0.88019, 0.51319, -0.92096], [-0.17234, 0.56110, -2.07213], [-0.16511, -0.36204, 0.13798], [-1.12340, -0.67816, 1.26710], [-0.46092, -0.38299, 2.93164], [0.43158, -1.57565, -0.39122], [-0.70975, 1.06635, -2.70337], [0.63819, 0.27260, 0.51392], [-1.41552, -1.72658, 1.29953], [-2.02445, -0.08391, 1.20605], [0.58572, -1.19884, 2.81504], [-0.32142, -2.19069, -0.69149], [0.92598, -1.40263, -1.26143], [2.70678, 1.71627, -0.96901], [1.48562, 2.17992, -0.14953], [2.43793, 2.24458, -0.21274]]
}

***

[5]
{
  "formula": "C2H4BrCl2Cu",
  "method": "ωB97M-V with the def2-TZVPD basis set",
  "e_homo_ev": -9.39,
  "e_above_lowest_ev": 0.486,
  "energy_ev": -141865.0150,
  "lumo_energy_ha": -0.0908,
  "species": ["Cu", "Br", "Cl", "C", "C", "Cl", "H", "H", "H", "H"],
  "coordinates": [[-13.86924, 16.76922, -24.38116], [-13.47339, 14.00434, -24.12645], [-15.96237, 15.53959, -29.01306], [-15.27677, 14.89175, -27.51028], [-14.72101, 13.47078, -27.77383], [-13.31693, 13.50977, -28.89382], [-16.08076, 14.95174, -26.77673], [-14.47533, 15.53171, -27.14118], [-15.46458, 12.71066, -28.01342], [-14.37272, 13.12626, -26.80013]]
}

***

[6]
{
  "formula": "C43H40N3OS",
  "method": "ωB97M-V with the def2-TZVPD basis set",
  "total_charge": 1,
  "e_homo_ev": -9.05,
  "e_above_lowest_ev": 0.255,
  "energy_ev": -62586.9381,
  "lumo_energy_ha": -0.1624,
  "species": ["C", "N", "C", "O", "C", "C", "C", "C", "C", "C", "C", "C", "N", "C", "C", "C", "C", "C", "C", "C", "C", "C", "C", "C", "C", "C", "C", "C", "C", "C", "C", "H", "H", "H", "H", "H", "H", "H", "H", "H", "H", "H", "H", "H", "H", "H", "H", "H", "H", "H", "H", "H", "H", "H", "H", "H", "H", "H", "C", "N", "C", "C", "C", "C", "C", "C", "S", "C", "C", "C", "C", "C", "C", "C", "C", "H", "H", "H", "H", "H", "H", "H", "H", "H", "H", "H", "H", "H"],
  "coordinates": [[-3.52519, 0.18296, 3.82365], [-3.01350, -0.31539, 2.56670], [-3.38390, -1.52202, 2.02753], [-4.11348, -2.34898, 2.56520], [-2.71310, -1.64855, 0.67074], [-3.74348, -1.69552, -0.46375], [-4.64609, -0.48467, -0.46258], [-5.78651, -0.47438, 0.34650], [-6.60375, 0.65358, 0.39964], [-6.27487, 1.78902, -0.35210], [-5.15941, 1.76403, -1.19776], [-4.37037, 0.61362, -1.28063], [-1.83447, -0.47804, 0.64316], [-1.05795, -0.15949, -0.41110], [-0.39750, 1.05793, -0.50401], [0.14374, 1.54283, -1.68387], [0.71955, 2.86048, -1.76113], [0.61947, 3.62433, -2.95536], [1.20812, 4.87785, -3.05091], [1.89620, 5.41545, -1.94980], [1.96614, 4.70033, -0.74336], [1.37031, 3.44435, -0.64485], [-2.02436, 0.42419, 1.79846], [-0.76772, 0.68971, 2.57550], [0.06395, -0.30338, 2.94174], [1.33420, -0.09170, 3.60557], [2.02827, -1.19675, 4.15578], [3.22681, -1.01611, 4.83538], [3.78471, 0.26630, 4.95266], [3.12356, 1.36556, 4.38677], [1.90891, 1.19858, 3.72021], [-4.19999, -0.55589, 4.26401], [-2.70353, 0.37873, 4.52292], [-4.07506, 1.12352, 3.67413], [-2.09547, -2.56381, 0.66423], [-3.21261, -1.79796, -1.42058], [-4.34218, -2.60141, -0.27836], [-6.02700, -1.36345, 0.93773], [-7.48320, 0.65024, 1.04569], [-6.89850, 2.68627, -0.28735], [-4.89461, 2.64129, -1.79089], [-3.52489, 0.56198, -1.97415], [-1.05192, -0.85276, -1.25864], [-0.33555, 1.69162, 0.37987], [-0.02078, 0.99210, -2.61459], [0.03333, 3.21433, -3.77854], [1.12073, 5.44848, -3.97729], [2.38631, 6.38944, -2.03567], [2.47927, 5.12582, 0.12551], [1.37740, 2.90481, 0.30989], [-2.46045, 1.38750, 1.46677], [-0.61978, 1.72803, 2.89096], [-0.23149, -1.35481, 2.78331], [1.57971, -2.18834, 4.04546], [3.72822, -1.87825, 5.27547], [4.73024, 0.40417, 5.48070], [3.55832, 2.36120, 4.46915], [1.39996, 2.05230, 3.26855], [3.52846, -1.94970, 0.63528], [2.52428, -2.28810, -0.37041], [1.71615, -3.41559, -0.25753], [0.86280, -3.55692, -1.35678], [-0.09286, -4.57851, -1.39140], [-0.24687, -5.38762, -0.25480], [0.55272, -5.19217, 0.88093], [1.57224, -4.22895, 0.87555], [1.09325, -2.24830, -2.51223], [2.29625, -1.51593, -1.48744], [2.94737, -0.33055, -1.76687], [3.17473, 0.17589, -3.09219], [3.17720, -0.63136, -4.26133], [3.08616, -0.03700, -5.51865], [3.10313, 1.35997, -5.64506], [3.28725, 2.15893, -4.50637], [3.39354, 1.56338, -3.25741], [4.17362, -1.16076, 0.25344], [3.05782, -1.60817, 1.56856], [4.15203, -2.82689, 0.86484], [-0.68902, -4.70845, -2.29266], [-1.00325, -6.17461, -0.25796], [0.38701, -5.80540, 1.76746], [2.23254, -4.08525, 1.72939], [3.28662, 0.28767, -0.93255], [3.30116, -1.71400, -4.16230], [3.00249, -0.65969, -6.41194], [2.97886, 1.82971, -6.62606], [3.33671, 3.24709, -4.59020], [3.61286, 2.16002, -2.36560]]
}